*one*
{"formula": "C3H4P2", "method": "wB97M-V/def2-TZVPD", "smiles": "C=CC1=P#[PH]1", "lumo_energy_ev": -0.51, "homo_lumo_gap_ev": 7.854, "e_homo_ev": -8.4, "elements": ["C", "C", "C", "P", "P", "H", "H", "H", "H"], "xyz": [[1.799, 0.488, 0.494], [0.651, -0.093, 0.035], [-0.777, 0.300, 0.049], [-2.327, -0.809, 0.116], [-2.005, 1.324, -0.342], [2.756, -0.051, 0.317], [1.961, 1.381, 1.035], [0.681, -1.027, -0.445], [-2.740, -1.514, -1.260]], "lowdin_charge": [0.019, -0.254, -0.941, 0.484, 0.653, 0.064, 0.036, 0.062, -0.123]}

=====

*two*
{"formula": "C3H4P2", "method": "wB97M-V/def2-TZVPD", "lumo_energy_ev": 0.42, "homo_lumo_gap_ev": 8.757, "e_homo_ev": -8.3, "elements": ["C", "C", "C", "P", "P", "H", "H", "H", "H"], "xyz": [[-1.585, 0.010, 0.340], [0.395, 0.043, -1.175], [0.079, 0.029, 1.133], [-0.478, 1.394, -0.248], [-0.529, -1.271, -0.213], [0.079, -0.092, -2.187], [1.419, 0.181, -1.167], [1.145, -0.250, 1.474], [-0.525, -0.045, 2.042]], "lowdin_charge": [-0.584, -0.642, -0.516, 0.840, 0.782, 0.006, -0.008, 0.104, 0.018]}

=====

Last place for stability: *two*

=====

*one*
{"formula": "C4H23NO7", "method": "wB97M-V/def2-TZVPD", "smiles": "C=CNCC.O.O.O.O.O.O.O", "lumo_energy_ev": 0.06, "homo_lumo_gap_ev": 8.582, "e_homo_ev": -8.5, "elements": ["C", "C", "N", "C", "C", "H", "H", "H", "H", "H", "H", "H", "H", "H", "H", "H", "O", "H", "H", "O", "H", "H", "O", "H", "H", "O", "H", "H", "O", "H", "H", "O", "H", "H", "O"], "xyz": [[1.121, 1.100, 1.489], [0.237, 0.493, 0.694], [-0.465, 1.124, -0.354], [-0.701, 0.211, -1.455], [0.629, -0.432, -1.864], [1.336, 0.720, 2.454], [1.595, 1.978, 1.126], [-0.283, -0.491, 0.892], [-0.052, 1.991, -0.606], [-1.412, -0.598, -1.308], [-0.943, 0.824, -2.320], [0.478, -1.013, -2.814], [1.206, 0.504, -2.072], [1.192, -0.947, -1.129], [2.491, 3.054, -0.899], [0.926, 3.516, -0.424], [1.593, 3.102, -1.033], [0.016, 3.182, -2.805], [-1.147, 2.208, -2.845], [-0.759, 2.924, -3.330], [2.755, -1.809, 2.774], [1.573, -1.458, 3.861], [2.497, -1.354, 3.613], [2.816, -3.386, 0.326], [3.757, -2.217, 0.606], [2.821, -2.399, 0.420], [-0.099, -2.336, 2.477], [-0.577, -3.496, 3.224], [-0.706, -3.078, 2.357], [-2.901, 1.304, -0.010], [-3.921, 1.804, -1.078], [-3.723, 1.816, -0.089], [-3.854, -1.649, -0.328], [-3.599, -2.619, 0.671], [-3.897, -2.573, -0.220]], "lowdin_charge": [0.021, -0.229, -0.054, -0.278, -0.075, 0.022, 0.023, 0.127, 0.054, 0.109, 0.075, 0.097, 0.085, 0.030, 0.014, 0.095, -0.035, 0.020, -0.026, -0.044, 0.031, 0.020, -0.073, 0.071, 0.047, -0.072, 0.001, 0.045, -0.057, -0.006, 0.069, -0.095, -0.008, 0.016, -0.019]}

=====

*two*
{"formula": "C4H23NO7", "method": "wB97M-V/def2-TZVPD", "smiles": "COC[C@H](C)N.O.O.O.O.O.O", "lumo_energy_ev": -0.10, "homo_lumo_gap_ev": 9.179, "e_homo_ev": -9.3, "elements": ["O", "H", "H", "O", "H", "H", "O", "H", "H", "O", "H", "H", "O", "H", "H", "O", "H", "H", "C", "C", "C", "O", "C", "N", "H", "H", "H", "H", "H", "H", "H", "H", "H", "H", "H"], "xyz": [[-11.104, -26.391, 11.329], [-10.478, -25.742, 11.652], [-10.854, -27.204, 11.767], [-11.595, -25.510, 8.945], [-10.664, -25.301, 9.025], [-11.903, -24.960, 8.225], [-9.171, -24.809, 9.348], [-9.008, -24.990, 10.274], [-8.440, -24.251, 9.080], [-8.874, -24.971, 12.064], [-8.875, -25.090, 13.014], [-8.156, -24.360, 11.899], [-6.571, -21.687, 7.667], [-7.098, -22.341, 7.208], [-7.120, -20.903, 7.682], [-6.710, -23.260, 9.937], [-6.520, -22.635, 9.237], [-6.016, -23.116, 10.581], [-4.593, -28.896, 5.824], [-4.801, -29.702, 7.116], [-5.475, -28.893, 8.279], [-5.008, -27.580, 8.371], [-5.870, -26.641, 8.976], [-5.537, -30.947, 6.862], [-5.530, -28.400, 5.569], [-4.307, -29.485, 4.952], [-3.813, -28.136, 5.863], [-3.817, -29.967, 7.502], [-5.373, -29.413, 9.232], [-6.557, -28.866, 8.148], [-6.180, -26.866, 9.996], [-6.796, -26.578, 8.404], [-5.335, -25.692, 8.930], [-6.251, -30.619, 6.227], [-5.989, -31.233, 7.719]], "lowdin_charge": [-0.048, -0.020, 0.036, -0.089, -0.057, 0.020, -0.032, 0.000, 0.028, -0.040, 0.078, 0.053, -0.028, 0.057, 0.062, -0.048, -0.014, 0.050, -0.062, -0.420, -0.220, -0.192, -0.107, 0.033, 0.077, 0.074, 0.074, 0.125, 0.120, 0.115, 0.086, 0.083, 0.082, 0.063, 0.062]}

=====

Last place for stability: *one*

=====

*one*
{"formula": "BrClFNO", "method": "wB97M-V/def2-TZVPD", "lumo_energy_ev": [-1.81, -1.82], "homo_lumo_gap_ev": [8.125, 8.120], "e_homo_ev": [-9.9, -9.9], "elements": ["N", "O", "F", "Cl", "Br"], "xyz": [[-0.542, -1.100, -0.623], [-0.361, -0.788, -1.688], [-0.474, 0.910, 2.160], [0.413, 1.065, -2.020], [0.963, -0.087, 2.171]], "lowdin_charge": [0.163, -0.302, -0.684, 0.128, 0.695]}

=====

*two*
{"formula": "BrClFNO", "method": "wB97M-V/def2-TZVPD", "lumo_energy_ev": -1.06, "homo_lumo_gap_ev": 9.937, "e_homo_ev": -11.0, "elements": ["N", "O", "F", "Cl", "Br"], "xyz": [[0.439, 0.575, -0.289], [-0.741, 0.700, 0.288], [0.837, -0.811, -0.201], [-1.859, -0.136, -0.764], [1.389, 1.355, 1.078]], "lowdin_charge": [-0.616, -0.702, -0.185, 0.668, 0.835]}

=====

Last place for stability: *two*

=====

*one*
{"formula": "C2H3BrNO", "method": "wB97M-V/def2-TZVPD", "lumo_energy_ev": 3.97, "homo_lumo_gap_ev": 7.885, "e_homo_ev": -3.9, "total_charge": -1, "elements": ["C", "C", "N", "O", "Br", "H", "H", "H"], "xyz": [[0.626, 0.687, 0.018], [-0.220, -0.513, -0.197], [1.030, -0.721, -0.043], [1.992, -1.459, 0.028], [-3.691, 0.229, -0.032], [0.922, 1.423, -0.893], [0.506, 1.270, 1.031], [-1.165, -0.918, 0.089]], "lowdin_charge": [-0.090, -0.017, -0.309, -0.045, -0.782, 0.121, 0.115, 0.006]}

=====

*two*
{"formula": "C2H3BrNO", "method": "wB97M-V/def2-TZVPD", "lumo_energy_ev": [2.22, 2.19], "homo_lumo_gap_ev": [6.135, 6.106], "e_homo_ev": [-3.9, -3.9], "total_charge": -1, "elements": ["C", "C", "N", "O", "Br", "H", "H", "H"], "xyz": [[0.338, -0.324, -0.018], [-1.145, -0.173, -0.223], [-1.971, 0.417, 0.421], [-2.025, 1.122, 1.516], [2.327, 0.008, -2.362], [0.345, -0.791, 1.018], [0.895, 0.594, 0.083], [1.236, -0.854, -0.435]], "lowdin_charge": [-0.202, -0.040, -0.092, -0.128, -0.589, 0.087, 0.033, -0.069]}

=====

Last place for stability: *two*